{"formula": "C40H37N3OSSnTe", "method": "ωB97M-V/def2-TZVPD", "symbols": ["Te", "Sn", "S", "O", "N", "N", "N", "C", "C", "C", "C", "C", "C", "C", "C", "C", "C", "C", "C", "C", "C", "C", "C", "C", "C", "C", "C", "C", "C", "C", "C", "C", "C", "C", "C", "C", "C", "C", "C", "C", "C", "C", "C", "C", "C", "C", "C", "H", "H", "H", "H", "H", "H", "H", "H", "H", "H", "H", "H", "H", "H", "H", "H", "H", "H", "H", "H", "H", "H", "H", "H", "H", "H", "H", "H", "H", "H", "H", "H", "H", "H", "H", "H", "H"], "coordinates": [[2.7232, -2.1409, -0.6337], [1.2193, 0.0884, -0.1609], [2.2975, 0.4163, 2.9086], [1.4381, 1.0392, 1.7788], [-0.1635, 1.9386, -2.5145], [-2.3453, 1.3466, -2.2286], [-0.8053, 0.5669, -0.6818], [3.9402, 2.7936, -2.2548], [2.7960, -6.0037, 1.3034], [2.1495, -4.0510, 0.0791], [-2.2331, -1.2361, 0.2001], [1.8015, 1.3138, 4.3620], [1.2021, 2.7155, 6.6490], [2.8275, 1.6675, 5.2279], [1.1477, -4.7668, -0.5693], [3.3961, 1.8724, -1.3801], [-3.5473, 3.1944, -3.2405], [0.8873, 3.9089, -4.2296], [1.7565, 3.1610, -3.2526], [3.1161, 3.4230, -3.1786], [2.5188, 2.3676, 6.3840], [-3.9221, -0.6853, 1.8510], [-3.5528, 0.6533, 1.8031], [0.1871, 2.3592, 5.7673], [-3.5922, 3.4912, -5.6145], [-3.9702, 3.9091, -4.3457], [-3.2674, -1.6112, 1.0573], [-1.6356, 0.3217, -4.8938], [-2.5352, 1.0512, 0.9563], [-2.7632, 2.0564, -3.4053], [1.5062, -1.1739, 3.1499], [-1.8837, 0.1150, 0.1516], [0.3921, -3.6781, 3.4084], [-2.8315, 2.3454, -5.7737], [0.4810, 1.6533, 4.6142], [-1.5310, -2.2839, -0.6241], [1.8100, -6.7312, 0.6505], [1.7381, -3.4903, 3.6903], [1.2107, 2.2106, -2.3734], [0.9868, -6.1118, -0.2819], [2.0379, 1.5794, -1.4527], [0.1632, -1.3520, 2.8469], [-2.4095, 1.5954, -4.6770], [-0.3961, -2.6128, 2.9900], [2.9708, -4.6576, 1.0243], [-1.0784, 1.2819, -1.7774], [2.3050, -2.2304, 3.5621], [-0.3049, 1.3813, 3.9222], [1.6833, -7.7821, 0.8727], [0.9667, 3.2756, 7.5438], [-0.5939, 0.5199, -5.1590], [0.5150, -4.2888, -1.3056], [3.4491, -6.4875, 2.0175], [-4.7145, -1.0051, 2.5143], [4.9956, 3.0256, -2.2154], [-0.5898, 2.4355, -3.2875], [0.2366, -6.6866, -0.8083], [-4.0527, 1.3819, 2.4271], [2.3504, -4.3246, 4.0045], [3.5480, 4.1482, -3.8561], [-2.2303, 2.0905, 0.9099], [-1.4500, -2.7486, 2.7854], [-2.0762, -0.2327, -5.7213], [-1.6487, -0.3178, -4.0121], [3.7599, -4.0969, 1.5088], [3.3544, -2.0705, 3.7801], [0.1069, 4.4734, -3.7114], [-0.8934, -2.9020, 0.0154], [-2.5765, 2.0077, -6.7706], [-0.9149, -1.8426, -1.4072], [3.3092, 2.6431, 7.0681], [4.0252, 1.3812, -0.6468], [-2.2569, -2.9469, -1.0939], [-0.0484, -4.6606, 3.5147], [-3.0640, 0.9392, -1.6500], [1.4902, 4.6216, -4.7866], [0.4075, 3.2492, -4.9589], [-3.9073, 4.0530, -6.4836], [-0.4418, -0.5189, 2.5050], [-3.8228, 3.5120, -2.2422], [-4.5953, 4.7817, -4.2167], [-3.5719, -2.6507, 1.0879], [-0.8383, 2.6280, 5.9803], [3.8517, 1.3949, 5.0033]], "forces_ev_per_a": [[-0.1, 0.0, 0.0], [-0.1, 0.9, -0.2], [-0.2, -0.5, 0.8], [-0.5, -0.1, -1.3], [-0.4, 0.0, 0.0], [0.1, 0.0, 0.1], [1.2, -0.2, 0.5], [0.0, 0.0, 0.1], [0.0, -0.1, 0.0], [-0.2, 0.4, 0.1], [0.1, 0.0, -0.2], [0.3, 0.0, -0.2], [0.1, 0.0, 0.0], [0.1, -0.1, -0.1], [0.0, 0.1, 0.0], [0.0, 0.1, -0.1], [0.1, 0.0, 0.1], [0.1, 0.0, 0.0], [-0.2, 0.1, 0.0], [0.1, 0.0, 0.1], [0.0, 0.0, 0.0], [0.0, 0.0, 0.0], [0.0, 0.0, 0.1], [0.0, 0.0, -0.1], [0.0, 0.0, 0.0], [0.0, 0.0, 0.0], [-0.1, 0.1, 0.0], [0.0, 0.0, 0.0], [0.1, 0.0, 0.0], [0.0, 0.2, -0.2], [0.2, 0.0, -0.1], [-0.2, -0.2, 0.2], [0.0, 0.0, 0.0], [0.0, 0.1, 0.0], [-0.2, 0.0, 0.0], [-0.1, 0.1, 0.1], [0.0, 0.1, 0.1], [-0.1, 0.1, 0.1], [0.6, 0.0, 0.1], [0.0, -0.1, 0.0], [-0.5, -0.8, 0.7], [-0.1, 0.1, 0.0], [0.0, -0.1, 0.1], [0.1, 0.0, 0.0], [0.1, 0.1, -0.2], [-0.2, 0.1, -0.4], [0.0, 0.1, 0.1], [0.0, 0.0, 0.0], [0.0, 0.0, 0.0], [0.0, 0.0, 0.0], [0.0, 0.0, 0.0], [0.1, 0.0, -0.1], [0.0, 0.0, 0.0], [0.0, 0.0, 0.0], [0.0, 0.0, 0.0], [0.0, 0.0, 0.0], [0.0, 0.0, 0.0], [0.0, 0.0, 0.0], [0.0, 0.0, 0.0], [-0.1, 0.0, 0.0], [0.0, 0.0, 0.0], [0.0, 0.0, 0.0], [0.0, 0.0, 0.0], [0.0, 0.0, 0.0], [0.0, 0.0, 0.0], [0.0, 0.0, 0.0], [0.0, 0.0, 0.0], [0.0, 0.0, 0.0], [0.0, 0.0, 0.0], [0.0, -0.1, 0.0], [0.0, 0.0, 0.0], [0.0, 0.0, 0.0], [0.0, 0.0, 0.0], [0.0, 0.0, 0.0], [0.1, -0.1, 0.1], [0.0, 0.0, 0.0], [0.0, 0.0, 0.0], [0.0, 0.0, 0.0], [-0.1, 0.0, 0.1], [0.0, 0.0, 0.0], [0.0, 0.0, 0.0], [0.0, 0.0, 0.0], [0.0, 0.0, 0.0], [0.0, 0.0, 0.0]], "lowdin_charge": [1.066, 1.060, 1.099, -0.620, 0.176, 0.160, -0.031, -0.049, -0.066, -0.605, -0.224, -0.377, -0.036, -0.072, -0.154, -0.122, -0.008, -0.019, -0.189, -0.008, -0.044, -0.049, -0.057, -0.043, -0.048, -0.056, -0.041, -0.022, -0.028, -0.213, -0.401, -0.292, -0.035, -0.025, -0.058, -0.035, -0.047, -0.061, -0.206, -0.057, -0.255, -0.093, -0.222, -0.042, -0.176, -0.331, -0.072, 0.107, 0.118, 0.121, 0.087, 0.089, 0.118, 0.118, 0.119, 0.109, 0.117, 0.116, 0.121, 0.126, 0.128, 0.106, 0.094, 0.071, 0.096, 0.124, 0.099, 0.063, 0.126, 0.057, 0.121, 0.102, 0.101, 0.123, 0.159, 0.092, 0.088, 0.118, 0.093, 0.121, 0.116, 0.128, 0.118, 0.115], "homo_ev": -13.61, "e_tot_ev": -72545.4566, "charge": 2, "lumo_energy_ha": -0.239, "gap_ha": 0.26094}

---

{"formula": "C4H9NO", "method": "ωB97M-V/def2-TZVPD", "symbols": ["O", "N", "C", "C", "C", "C", "H", "H", "H", "H", "H", "H", "H", "H", "H"], "coordinates": [[-1.4920, 0.8269, -0.0232], [0.4280, 0.6457, -1.2306], [0.0370, -0.9794, 0.3764], [-0.5073, 0.1826, -0.3464], [-1.0174, -1.7433, 1.1139], [0.8115, 1.9816, -0.9174], [-0.0129, 2.6487, -0.5991], [0.7252, -0.3107, 1.1485], [1.2439, 0.0735, -1.4556], [1.3973, 2.3123, -1.7852], [1.4817, 1.7785, 0.0903], [0.7134, -1.6035, -0.2413], [-1.6848, -1.0509, 1.6384], [-1.6279, -2.3524, 0.4386], [-0.4956, -2.4096, 1.7927]], "forces_ev_per_a": [[0.5, -0.6, -0.2], [-0.9, 0.1, -1.3], [1.0, 0.8, 1.7], [0.2, 0.2, -0.2], [0.0, -0.4, 0.3], [2.1, 0.2, 2.1], [0.5, -0.6, -0.7], [-1.3, -2.0, -1.5], [-0.8, 0.0, 0.5], [0.0, 0.7, 0.7], [-1.0, 1.5, -2.2], [-0.4, 0.4, 0.4], [0.2, -0.3, 0.0], [0.1, 0.1, 0.0], [-0.4, -0.2, 0.4]], "lowdin_charge": [0.068, -0.056, -0.199, -0.571, -0.108, -0.103, 0.088, 0.185, 0.129, 0.081, 0.132, 0.119, 0.082, 0.085, 0.069], "homo_ev": -9.37, "e_tot_ev": -7830.6547, "smiles": "CCC(=O)NC", "charge": 0, "lumo_energy_ha": 0.031, "gap_ha": 0.37529}